11
Properties=species:S:1:pos:R:3:forces:R:3:lowdin_charge:R:1 method="wB97M-V/def2-TZVPD" multiplicity=1 lumo_energy_ha=-0.023 e_above_lowest_ev=1.6836 charge=0 gap_ev=9.24
Cl -2.764 -1.550 0.121 0.17 0.04 0.05 0.5726
Cl -1.064 -0.824 2.349 0.04 -0.04 -0.03 0.5740
Cl -1.878 1.189 0.431 0.10 -0.17 0.01 0.6026
S 2.233 0.958 1.314 0.43 0.28 0.42 0.8162
N 1.774 1.471 -1.351 1.33 1.14 0.64 0.0059
N 0.782 0.691 -1.932 -1.31 -1.03 -0.94 0.0760
C -0.179 -0.826 -0.169 -0.50 -0.71 -0.55 -0.2805
C -1.393 -0.515 0.630 -0.49 0.38 0.16 -1.5814
C 2.058 1.327 -0.174 -0.39 -0.30 -0.22 -0.7555
C 0.215 -0.096 -1.179 0.51 0.40 0.42 -0.1478
H 0.215 -1.826 -0.041 0.12 0.00 0.05 0.1180